Here is C8H8CrNO7 as an isolated structure at a distorted geometry from the Open Molecules 2025 dataset. Energies are from ωB97M-V/def2-TZVPD.

Results
gap between HOMO and LUMO (alpha / beta)	0.1272 / 0.1670	Eh
net charge	-3
maximum force	0.23911	hartree/bohr
2S+1	5
lowest unoccupied orbital energy (alpha / beta)	0.28928 / 0.28602	Ha
electronic energy	-1935.1349	a.u.

The geometry in XYZ format:
```
25
C8H8CrNO7 (ωB97M-V/def2-TZVPD)
Cr 0.33413 1.24432 -0.33248
C 3.13218 0.37806 0.13163
O 2.27222 1.28785 0.68738
H 3.41054 0.75504 -0.85250
H 4.03105 0.10774 0.68576
H 2.58580 -0.53345 -0.11067
C -1.45042 2.78527 0.93802
O -1.51502 3.93465 0.53879
O -1.73213 1.95452 0.10255
O -0.32110 2.45685 1.34741
C 0.03421 2.21693 -2.85728
O 0.37236 1.09474 -2.54919
O -1.17222 2.34335 -3.15512
O 0.16891 2.92662 -1.87859
N -0.44081 -0.56878 0.43837
C -1.25659 -1.20683 -0.42000
C -1.67018 -2.51863 -0.32005
C -1.33983 -3.20474 0.81830
C -0.41661 -2.59520 1.74684
C -0.07417 -1.25184 1.57120
H -1.62664 -0.62865 -1.25376
H -2.44357 -2.93265 -0.95002
H -1.71473 -4.20771 0.95936
H 0.12107 -3.05012 2.56559
H 0.71157 -0.78733 2.14846
```

---

Here is a 3-piece molecular cluster, C2H10NO3 overall from the Open Molecules 2025 dataset. Energies are from ωB97M-V/def2-TZVPD.

Results
gap between HOMO and LUMO	0.2994	Eh
net charge	-1
energy above the lowest of the compared OMol25 structures with the same formula, charge and spin	5.68	kcal per mole
maximum force	0.01893	hartree/bohr
lowest unoccupied orbital energy	0.15535	Ha
electronic energy	-362.6983	a.u.

The geometry in XYZ format:
```
16
C2H10NO3 (ωB97M-V/def2-TZVPD)
C -1.22788 -1.66179 -0.13223
N -1.32079 -0.27494 -0.49893
C -0.53076 0.71046 0.22993
O 0.82935 0.61583 0.14072
H -0.38797 -2.20500 -0.57440
H -2.14415 -2.18877 -0.39425
H -1.08336 -1.74125 0.94406
H -1.42114 -0.07138 -1.47876
H -0.83202 0.62080 1.28126
H -0.88607 1.67852 -0.17260
H 2.59197 -1.42485 1.29042
H 1.36274 -0.55956 1.00301
O 1.67513 -1.35660 1.57090
H 1.39428 1.93252 -0.74976
H 0.53513 3.11466 -1.21743
O 1.44554 2.81136 -1.24193
```

---

Here is an isolated molecule of C5H5F at a distorted geometry from the Open Molecules 2025 dataset. Energies are from ωB97M-V/def2-TZVPD.

Results
SMILES string	C#CCC(=C)F
gap between HOMO and LUMO	0.4025	Eh
energy above the lowest of the compared OMol25 structures with the same formula, charge and spin	39.19	kcal per mole
maximum force	0.05917	hartree/bohr
lowest unoccupied orbital energy	0.03536	Ha
electronic energy	-293.2796	a.u.

The geometry in XYZ format:
```
11
C5H5F (ωB97M-V/def2-TZVPD)
C 2.61606 0.49618 -0.35565
C 1.54451 0.03314 -0.03641
C 0.33860 -0.37143 0.62234
C -0.99042 0.30152 0.13055
C -1.97262 -0.31019 -0.46531
F -0.97128 1.63039 0.21391
H 3.48219 0.98869 -0.77450
H 0.45432 -0.30405 1.72199
H 0.24066 -1.39394 0.41711
H -2.08180 -1.40527 -0.54539
H -2.66022 0.33495 -0.92865
```

---

Here is a 2-piece molecular cluster, C12H23N4O5S overall at a distorted geometry from the Open Molecules 2025 dataset. Energies are from ωB97M-V/def2-TZVPD.

Results
gap between HOMO and LUMO	0.0775	Eh
net charge	-1
energy above the lowest of the compared OMol25 structures with the same formula, charge and spin	104.78	kcal per mole
maximum force	0.02723	hartree/bohr
lowest unoccupied orbital energy	0.01604	Ha
electronic energy	-1464.3336	a.u.

The geometry in XYZ format:
```
45
C12H23N4O5S (ωB97M-V/def2-TZVPD)
C 3.55232 -1.33806 1.99404
O 3.43980 0.06058 2.12042
C 3.25789 0.72424 0.86245
C 1.86681 1.36603 0.80115
C 1.54685 1.71417 -0.65678
C 1.21523 0.45874 -1.47638
C -0.30046 0.19905 -1.56269
C -0.63545 -1.25704 -1.18710
C -1.83602 -1.40619 -0.34350
N -2.60795 -0.44145 0.07456
N -3.56384 -1.02618 0.84027
C -4.58067 -0.20816 1.50166
C -3.97875 1.06926 2.06845
C -3.49748 2.16225 1.14771
N -3.90397 1.11661 3.33287
C -3.39624 -2.32173 0.89050
N -2.32909 -2.59692 0.14710
H 2.92376 -1.71672 1.18084
H 4.58531 -1.63252 1.78114
H 3.24876 -1.80287 2.93471
H 3.42649 0.04798 0.02029
H 4.00046 1.52039 0.79666
H 1.11084 0.71806 1.26084
H 1.94040 2.29284 1.38052
H 0.72017 2.43207 -0.69340
H 2.44125 2.16848 -1.08891
H 1.57194 0.64799 -2.48997
H 1.72488 -0.39299 -1.03280
H -0.82744 0.92471 -0.93746
H -0.66317 0.37036 -2.57687
H -0.80212 -1.82771 -2.10570
H 0.22578 -1.69247 -0.67408
H -5.34456 0.04189 0.76385
H -4.99545 -0.77320 2.33116
H -3.84638 3.13816 1.48024
H -3.74692 1.97270 0.10684
H -2.40557 2.17465 1.18184
H -3.47874 1.99850 3.62306
H -4.00685 -3.02325 1.43166
H -1.92045 -3.50574 -0.01177
O 4.39721 -1.85700 -3.47903
S 3.99131 -0.47585 -3.85821
O 4.86597 0.05701 -4.92426
O 4.05703 0.40900 -2.63722
O 2.55709 -0.48969 -4.31867
```

---

Here is a 2-piece molecular cluster, C3H6SSe overall at a distorted geometry from the Open Molecules 2025 dataset. Energies are from ωB97M-V/def2-TZVPD.

Results
gap between HOMO and LUMO (alpha / beta)	0.3026 / 0.2486	Eh
energy above the lowest of the compared OMol25 structures with the same formula, charge and spin	83.38	kcal per mole
maximum force	0.05264	hartree/bohr
lowest unoccupied orbital energy (alpha / beta)	0.01357 / -0.01276	Ha
electronic energy	-2917.3154	a.u.

The geometry in XYZ format:
```
11
C3H6SSe (ωB97M-V/def2-TZVPD)
C -1.06217 0.21152 -1.75979
C -0.03277 -0.71914 -1.32297
C 1.52620 0.26486 1.77795
S -1.46671 -0.85414 -0.38103
Se -0.14232 -0.16230 2.35499
H -1.10506 1.19617 -1.41057
H -1.50576 0.02699 -2.75949
H 0.18009 -1.65744 -1.87989
H 1.94369 0.96028 1.16018
H 2.20763 -0.49838 2.03428
H -0.54281 1.23157 2.18634
```

---

Here is C21H43BO2P2Pt as an isolated structure at a distorted geometry from the Open Molecules 2025 dataset. Energies are from ωB97M-V/def2-TZVPD.

Results
gap between HOMO and LUMO (alpha / beta)	0.2580 / 0.1788	Eh
net charge	+2
energy above the lowest of the compared OMol25 structures with the same formula, charge and spin	23.57	kcal per mole
maximum force	0.05477	hartree/bohr
2S+1	5
lowest unoccupied orbital energy (alpha / beta)	-0.19321 / -0.33935	Ha
electronic energy	-1802.5774	a.u.

The geometry in XYZ format:
```
70
C21H43BO2P2Pt (ωB97M-V/def2-TZVPD)
P -0.09795 -2.08160 -3.47810
P 0.33728 1.60761 -3.47690
C -0.35337 -0.83252 -4.87029
C 0.50964 0.44013 -4.93305
H -1.43857 -0.59963 -4.90923
H -0.08825 -1.44756 -5.75521
H 1.58138 0.18052 -5.05750
H 0.20382 1.01379 -5.82736
C -1.30078 2.32725 -3.83262
H -1.52930 2.99764 -2.99723
H -2.08053 1.55478 -3.88841
H -1.25715 2.88125 -4.78100
C 1.49198 2.94665 -3.91591
H 1.14475 3.47301 -4.81986
H 2.50796 2.55261 -4.06912
H 1.50250 3.63601 -3.05915
C -1.15546 -3.45048 -4.03974
H -1.13921 -4.26562 -3.30284
H -0.75792 -3.82255 -4.99449
H -2.19812 -3.11752 -4.15163
C 1.58558 -2.67433 -3.73170
H 2.30875 -1.84715 -3.76639
H 1.60190 -3.22280 -4.68397
H 1.86308 -3.35426 -2.91947
Pt -0.01835 -0.68047 1.21090
C 0.54262 1.66494 -0.59428
C -0.69331 0.98480 -0.28715
C -1.49857 0.20698 -1.32134
C -1.63729 -1.32942 -1.18768
C -0.39101 -2.08047 -1.66746
C 0.76753 -1.52949 -0.85808
C 1.49862 -0.43217 -1.53018
C 1.80298 0.89214 -0.73780
C 0.29639 -2.30769 2.32312
H 0.63273 2.69816 -0.22664
H -1.35922 1.60123 0.34192
H -1.05054 0.42702 -2.30254
H -2.49624 0.68089 -1.39384
H -1.71141 -1.60101 -0.12455
H -2.52065 -1.67969 -1.73356
H -0.48064 -3.17770 -1.48335
H 1.40227 -2.34828 -0.49265
H 0.85295 -0.11013 -2.38190
H 2.41024 -0.83058 -2.00197
H 2.26654 0.58502 0.22026
H 2.53785 1.49118 -1.29615
H 1.17933 -2.14789 2.97011
H 0.46372 -3.16586 1.65528
H -0.60213 -2.46906 2.94402
C 0.54161 2.69642 5.10713
C 0.48684 1.18277 4.92819
C 1.47074 0.57679 5.91821
O 0.95054 0.84589 3.61872
B -0.14107 0.34395 2.92534
O -1.35007 0.47768 3.59325
C -0.98296 0.60710 4.97443
C -1.07065 -0.77499 5.61569
C -2.01430 1.49250 5.64225
H 1.56552 3.06138 4.96707
H 0.25730 2.97138 6.13160
H -0.12811 3.22727 4.41818
H 2.46312 1.02832 5.78686
H 1.16230 0.78388 6.95128
H 1.55877 -0.51108 5.80336
H -0.88523 -0.70778 6.69408
H -2.09293 -1.15615 5.47814
H -0.36094 -1.49122 5.17237
H -2.11726 2.47440 5.16485
H -2.98867 0.99094 5.62602
H -1.76096 1.64292 6.69964
```